No. 1
C3H9IO3P | ωB97M-V/def2-TZVPD

Properties
Net charge ... +1
Energy ... -26779.85965 eV
Energy above the lowest of the compared OMol25 structures with the same formula, charge and spin ... 17.1 kcal/mol
LUMO ... -4.72 eV
Spin multiplicity ... 1
HOMO level ... -13.28 eV

Last column: natural (NBO) charge in e.
CARTESIAN COORDINATES (ANGSTROEM)
1 C 4.1941 0.6782 -0.1323  0.32
2 C -2.2761 -2.0512 1.0349  -0.21
3 C 0.2023 0.0621 -1.5025  -0.27
4 O 3.0063 0.5538 -0.2512  -0.56
5 O -1.7194 -0.8493 1.7041  -0.81
6 O -0.5475 -0.3703 -0.3362  -0.84
7 P -0.7355 0.1636 1.1146  1.70
8 I -2.7191 2.4183 0.3737  -0.04
9 H 4.8608 0.6024 0.6986  0.14
10 H -2.7183 3.9324 0.8377  0.15
11 H 4.7528 0.8997 -1.1812  0.10
12 H -3.2546 -1.9101 1.0910  0.20
13 H -1.9619 -2.7477 1.7588  0.22
14 H -1.9624 -2.2178 0.0992  0.20
15 H 1.2861 0.1403 -1.2213  0.27
16 H -0.2662 1.0894 -1.7177  0.20
17 H -0.1413 -0.3937 -2.3702  0.22

No. 2
C27H28N7PbS2 | ωB97M-V/def2-TZVPD

Properties
Net charge ... +1
Energy ... -65797.58173 eV
Energy above the lowest of the compared OMol25 structures with the same formula, charge and spin ... 0.0 kcal/mol
LUMO ... -3.13 eV
Spin multiplicity ... 1
HOMO level ... -9.69 eV

Last column: natural (NBO) charge in e.
CARTESIAN COORDINATES (ANGSTROEM)
1 Pb -1.0751 1.0629 0.9649  1.36
2 C 0.5283 -0.1615 5.3393  -0.26
3 C -0.2586 -0.1317 4.1753  0.08
4 N 0.2168 0.2154 3.0024  -0.52
5 C 1.5250 0.5745 2.8880  0.19
6 C 2.3779 0.6212 4.0085  -0.10
7 C 1.8356 0.2246 5.2520  -0.11
8 C 3.7144 1.0603 3.8574  -0.20
9 C 4.1483 1.4505 2.6238  -0.18
10 C 3.3016 1.3890 1.4973  -0.24
11 C 2.0088 0.9264 1.5870  0.14
12 N 1.1195 0.8334 0.5192  -0.80
13 C 1.5062 0.3860 -0.7194  0.16
14 C 2.7098 -0.2237 -1.0378  -0.30
15 C 2.9888 -0.6846 -2.3392  -0.17
16 C 2.0904 -0.5554 -3.3618  -0.25
17 C 0.8334 0.0271 -3.0834  -0.09
18 C -0.1756 0.1775 -4.0642  -0.10
19 C -1.3893 0.7067 -3.7322  -0.26
20 C -1.6162 1.0733 -2.3943  0.07
21 N -0.6955 0.9576 -1.4668  -0.54
22 C 0.5374 0.4716 -1.7791  0.18
23 H 0.0902 -0.4703 6.2775  0.24
24 H -1.3089 -0.4016 4.2108  0.21
25 H 2.4710 0.2372 6.1292  0.23
26 H 4.3655 1.0934 4.7209  0.22
27 H 5.1586 1.8152 2.4933  0.23
28 H 3.6834 1.7183 0.5403  0.23
29 H 3.4638 -0.3639 -0.2778  0.23
30 H 3.9515 -1.1448 -2.5224  0.23
31 H 2.3186 -0.8871 -4.3657  0.22
32 H 0.0324 -0.1377 -5.0796  0.23
33 H -2.1728 0.8317 -4.4656  0.24
34 H -2.5738 1.4733 -2.0786  0.22
35 C -2.9485 5.5741 1.5316  -0.69
36 C -2.6901 4.6037 0.4207  -0.11
37 S -3.6713 3.3925 0.0108  0.10
38 C -1.4443 4.8827 -0.3590  -0.10
39 C -1.5353 6.0451 -1.2945  -0.69
40 S -0.1145 4.0005 -0.1109  0.12
41 H -3.7946 5.2577 2.1347  0.25
42 H -3.1678 6.5568 1.1043  0.25
43 H -2.0544 5.6824 2.1496  0.24
44 H -2.4676 6.0068 -1.8605  0.24
45 H -0.6771 6.0844 -1.9593  0.25
46 H -1.5534 6.9640 -0.7000  0.25
47 C -2.4294 -5.3409 -1.4571  -0.61
48 C -0.9117 -5.2230 -1.5504  -0.23
49 C -0.4920 -4.2933 -2.6864  -0.62
50 C -0.2937 -4.8110 -0.2128  -0.21
51 N -0.7588 -3.5029 0.2464  -0.17
52 C -0.3719 -2.2843 -0.1192  0.20
53 N -1.1219 -1.4174 0.5223  -0.40
54 N -1.9752 -2.1318 1.2861  -0.05
55 N -1.7688 -3.3815 1.1214  -0.03
56 H -2.8362 -5.7243 -2.3925  0.23
57 H -2.8913 -4.3686 -1.2709  0.21
58 H -2.7315 -6.0133 -0.6534  0.22
59 H -0.4963 -6.2150 -1.7505  0.22
60 H -0.9361 -3.3002 -2.5742  0.20
61 H -0.8372 -4.6888 -3.6413  0.23
62 H 0.5935 -4.1827 -2.7420  0.21
63 H 0.7928 -4.7608 -0.2849  0.22
64 H -0.5593 -5.5138 0.5742  0.24
65 H 0.4323 -2.0620 -0.8013  0.25

No. 3
C47H57N4O4 | ωB97M-V/def2-TZVPD

Properties
Net charge ... +1
Energy ... -63806.35600 eV
Energy above the lowest of the compared OMol25 structures with the same formula, charge and spin ... 0.0 kcal/mol
LUMO ... -4.86 eV
Spin multiplicity ... 1
HOMO level ... -8.04 eV

Last column: Mulliken charge in e.
CARTESIAN COORDINATES (ANGSTROEM)
1 C 4.2426 -2.5043 3.0878  -1.47
2 C 2.9331 -1.8074 3.2903  0.70
3 C 2.8842 -0.4126 3.3962  -0.86
4 C 1.6695 0.2526 3.5804  1.09
5 C 1.6649 1.7421 3.6718  -1.42
6 C 0.4924 -0.5097 3.6590  -0.19
7 N -0.7367 0.1651 3.9012  0.66
8 C -1.9107 -0.1019 3.2337  1.03
9 C -2.0504 -0.8493 2.0884  -2.41
10 N -2.9352 0.3665 4.0436  0.56
11 C -4.2687 -0.1167 3.9195  0.17
12 C -4.7279 -1.0983 4.8063  1.14
13 C -3.9165 -1.5313 5.9759  -1.31
14 C -5.9287 -1.7559 4.4959  -1.06
15 C -6.6589 -1.4244 3.3533  0.60
16 C -7.9307 -2.1567 3.0472  -1.44
17 C -6.1908 -0.4090 2.5081  -1.03
18 C -4.9911 0.2523 2.7831  0.50
19 C -4.4536 1.3210 1.8930  -1.33
20 C -2.3796 0.9230 5.1766  -1.30
21 C -1.0367 0.8455 5.0746  -0.27
22 C 0.5362 -1.9117 3.6800  1.35
23 C -0.6424 -2.7530 4.0458  -1.25
24 C 1.7565 -2.5433 3.4207  -1.39
25 H 4.0733 -3.5786 2.9743  0.34
26 H 4.7531 -2.1247 2.1950  0.33
27 H 4.9074 -2.3436 3.9458  0.33
28 H 3.8129 0.1652 3.3411  0.38
29 H 0.6638 2.1488 3.8258  0.37
30 H 2.3038 2.0789 4.5028  0.36
31 H 2.0791 2.1844 2.7540  -0.05
32 H -3.0413 -0.9121 1.6620  0.41
33 H -1.1666 -1.2988 1.6561  0.40
34 H -4.5307 -2.2145 6.5794  0.45
35 H -3.0130 -2.0845 5.6663  0.06
36 H -3.6123 -0.6910 6.6205  0.35
37 H -6.2865 -2.5527 5.1541  0.37
38 H -8.3583 -1.7897 2.1099  0.36
39 H -7.7501 -3.2349 2.9525  0.33
40 H -8.6685 -2.0187 3.8473  0.34
41 H -6.7587 -0.1474 1.6128  0.27
42 H -5.1809 1.5164 1.1011  0.42
43 H -4.2811 2.2576 2.4389  0.31
44 H -3.5078 1.0294 1.4244  0.26
45 H -2.9945 1.3369 5.9622  0.71
46 H -0.2662 1.1721 5.7537  0.64
47 H -0.3625 -3.8067 3.9161  0.40
48 H -0.9634 -2.6087 5.0881  0.19
49 H -1.5028 -2.5797 3.3928  0.38
50 H 1.7896 -3.6340 3.3517  0.28
51 C -0.5258 6.0951 -2.2352  -0.78
52 O 0.5878 6.1045 -1.3171  -0.42
53 C 1.0342 4.9266 -0.8080  0.63
54 C 0.5885 3.6564 -1.1784  -0.76
55 C 1.4406 2.5565 -1.0543  -0.48
56 C 1.0959 1.2801 -1.7864  -1.06
57 C 1.8972 1.1184 -3.0858  0.30
58 C 1.5537 2.1702 -4.1396  0.23
59 O 1.7272 3.3882 -4.0624  -0.69
60 N 1.0400 1.5142 -5.2241  0.32
61 C 0.5433 2.2357 -6.3778  -0.98
62 C 0.9268 0.0670 -5.0865  0.05
63 C -0.5484 -0.3567 -5.0287  -1.45
64 C 1.6617 -0.6244 -6.2436  -1.60
65 N 1.6020 -0.1406 -3.7884  0.48
66 C 1.6847 -1.3246 -3.1408  0.27
67 C 1.2612 -2.5489 -3.6422  0.27
68 C 1.2554 -3.7288 -2.8988  -0.87
69 C 1.0635 -5.0341 -3.4831  0.73
70 C 1.5158 -6.2168 -2.8286  -0.48
71 C 1.3873 -7.4705 -3.4258  -0.58
72 C 0.7921 -7.5967 -4.6940  -0.37
73 C 0.3634 -6.4437 -5.3735  -0.63
74 C 0.4955 -5.1869 -4.7830  -0.28
75 C 2.6259 2.6751 -0.3168  0.00
76 C 3.0096 3.9156 0.2105  0.29
77 O 4.2058 4.2068 0.7968  -0.42
78 C 5.0975 3.1364 1.1780  -0.57
79 C 2.1540 5.0333 0.0462  0.71
80 O 2.5489 6.2663 0.4846  -0.52
81 C 3.4265 7.0353 -0.4068  -0.57
82 H -0.7617 7.1498 -2.3893  0.27
83 H -0.2508 5.6284 -3.1922  0.27
84 H -1.3856 5.5725 -1.7948  0.33
85 H -0.3720 3.5463 -1.6856  0.27
86 H 1.2971 0.4142 -1.1406  0.63
87 H 0.0222 1.2572 -2.0515  0.32
88 H 2.9814 1.1971 -2.8736  0.26
89 H 0.6242 3.3078 -6.1766  0.34
90 H 1.1240 1.9889 -7.2791  0.29
91 H -0.5086 1.9822 -6.5733  0.35
92 H -1.0835 0.2466 -4.2811  0.33
93 H -1.0058 -0.2079 -6.0155  0.47
94 H -0.6517 -1.4105 -4.7549  0.44
95 H 2.6243 -0.1227 -6.4055  0.40
96 H 1.8538 -1.6827 -6.0443  0.39
97 H 1.0519 -0.5430 -7.1535  0.44
98 H 2.1448 -1.2802 -2.1470  0.61
99 H 0.9568 -2.5855 -4.6892  -0.31
100 H 1.5319 -3.6886 -1.8400  0.48
101 H 2.0136 -6.1082 -1.8618  0.35
102 H 1.7638 -8.3628 -2.9164  0.37
103 H 0.6786 -8.5797 -5.1618  0.38
104 H -0.0649 -6.5236 -6.3765  0.38
105 H 0.1763 -4.3002 -5.3354  0.42
106 H 3.2879 1.8080 -0.1894  0.34
107 H 5.9080 3.6334 1.7149  0.29
108 H 4.5880 2.4194 1.8402  0.04
109 H 5.4972 2.6103 0.2978  0.32
110 H 3.5982 7.9729 0.1236  0.28
111 H 4.3663 6.4861 -0.5478  0.22
112 H 2.9241 7.2143 -1.3670  0.22

No. 4
C6H10O2 | ωB97M-V/def2-TZVPD

Properties
Energy ... -10475.62924 eV
Energy above the lowest of the compared OMol25 structures with the same formula, charge and spin ... 81.7 kcal/mol
LUMO ... 0.90 eV
SMILES ... C[C@@H]1OC1=O.C=CC
Spin multiplicity ... 1
HOMO level ... -9.12 eV

Last column: natural (NBO) charge in e.
CARTESIAN COORDINATES (ANGSTROEM)
1 C 1.9996 -1.2528 1.7620  -0.66
2 C 0.9175 -0.2888 1.4678  -0.11
3 O 0.1647 0.2308 2.6557  -0.44
4 C -0.5264 -0.5571 2.0462  0.85
5 O -1.4625 -1.2048 1.8177  -0.54
6 H 2.1736 -1.7068 0.7382  0.23
7 H 1.7876 -2.0625 2.5136  0.23
8 H 2.9070 -0.7055 2.0035  0.21
9 H 1.1062 0.5154 0.7062  0.21
10 C -1.5461 0.7998 -0.4269  -0.42
11 C -0.9038 1.3013 -1.4767  -0.19
12 C -0.6094 0.4847 -2.6690  -0.66
13 H -1.8691 1.4540 0.3811  0.21
14 H -1.9372 -0.1683 -0.6214  0.21
15 H -0.6070 2.3621 -1.6134  0.20
16 H -1.3474 -0.3500 -2.9160  0.22
17 H 0.4679 0.0568 -2.7317  0.22
18 H -0.7152 1.0916 -3.6371  0.22

No. 5
C18H22N6O2S | ωB97M-V/def2-TZVPD

Properties
Energy ... -42891.93329 eV
Energy above the lowest of the compared OMol25 structures with the same formula, charge and spin ... 25.6 kcal/mol
LUMO ... 0.54 eV
SMILES ... Cc1cc(C(=O)NCCN(C)C)c(NC(=O)Nc2ccc3[nH]ncc3c2)s1
Spin multiplicity ... 1
HOMO level ... -8.02 eV

Last column: natural (NBO) charge in e.
CARTESIAN COORDINATES (ANGSTROEM)
1 C -2.1857 5.8465 0.3073  -0.65
2 C -1.3764 4.6587 -0.1077  -0.16
3 C -1.6986 3.3242 -0.0474  -0.26
4 C -0.7337 2.5151 -0.6130  -0.23
5 C -1.0884 1.0140 -1.0002  0.70
6 O -0.2787 0.3865 -1.6174  -0.63
7 N -2.1839 0.5688 -0.3326  -0.63
8 C -2.4077 -0.9040 -0.2724  -0.23
9 C -1.6332 -1.6102 0.7840  -0.24
10 N -2.1966 -2.9765 1.0033  -0.46
11 C -1.6042 -3.8953 -0.0004  -0.41
12 C -2.1486 -3.3776 2.4430  -0.41
13 C 0.3977 3.1598 -1.0399  0.03
14 N 1.5278 2.4225 -1.4964  -0.66
15 C 2.7996 2.7359 -1.0529  0.79
16 O 3.2001 3.8638 -1.0147  -0.61
17 N 3.7292 1.7514 -0.5960  -0.64
18 C 3.1322 0.5347 -0.2674  0.18
19 C 2.9969 0.0736 1.0416  -0.26
20 C 2.5311 -1.2455 1.3106  -0.22
21 C 2.2982 -2.1792 0.3227  0.10
22 N 1.7445 -3.4263 0.1672  -0.37
23 N 1.6069 -3.8492 -1.0901  -0.22
24 C 2.0482 -2.8379 -1.8725  -0.04
25 C 2.5014 -1.6989 -1.0178  -0.09
26 C 2.9471 -0.3966 -1.3068  -0.24
27 S 0.2265 4.8840 -0.8744  0.45
28 H -1.5190 6.6146 0.5949  0.22
29 H -2.9717 5.7222 1.0700  0.23
30 H -2.7677 6.2759 -0.5418  0.22
31 H -2.6210 3.0186 0.3746  0.20
32 H -2.9283 1.2533 -0.1085  0.41
33 H -3.4580 -1.1543 -0.0334  0.21
34 H -2.1005 -1.2608 -1.2126  0.21
35 H -0.5885 -1.6665 0.3606  0.19
36 H -1.6406 -0.9427 1.6779  0.20
37 H -0.5967 -4.1348 0.1795  0.16
38 H -2.1032 -4.8248 0.0607  0.20
39 H -1.8654 -3.5303 -1.0714  0.21
40 H -3.0826 -3.9293 2.6019  0.21
41 H -2.0842 -2.4303 2.9919  0.20
42 H -1.2495 -3.9258 2.6901  0.17
43 H 1.4300 1.4081 -1.4899  0.44
44 H 4.1395 2.1875 0.2407  0.40
45 H 3.2283 0.6060 1.9730  0.23
46 H 2.3206 -1.5108 2.3458  0.21
47 H 1.1880 -3.9735 0.8678  0.40
48 H 2.0033 -2.9358 -2.9715  0.22
49 H 3.1155 -0.2087 -2.3600  0.23

No. 6
C5H11NO | ωB97M-V/def2-TZVPD

Properties
Energy ... -8896.19625 eV
Energy above the lowest of the compared OMol25 structures with the same formula, charge and spin ... 126.9 kcal/mol
LUMO ... 1.05 eV
Spin multiplicity ... 1
HOMO level ... -7.31 eV

Last column: natural (NBO) charge in e.
CARTESIAN COORDINATES (ANGSTROEM)
1 C -0.5068 -2.5273 -0.6887  -0.64
2 C -0.9541 -1.0867 -0.5976  -0.06
3 C -1.1635 -0.3346 0.6649  -0.26
4 N -0.0296 -0.1165 -0.0244  -0.23
5 C 1.0106 0.5851 -0.3289  -0.04
6 C 1.6214 1.5553 0.6492  -0.10
7 O 0.7644 1.8811 1.7195  -0.71
8 H 0.1048 -2.7259 -1.5754  0.21
9 H -1.3979 -3.1612 -0.7515  0.22
10 H 0.0489 -2.8210 0.2069  0.22
11 H -1.4772 -0.7190 -1.4882  0.18
12 H -1.2195 -0.6596 1.6954  0.21
13 H -1.5312 1.6790 -0.1479  0.01
14 H 1.4441 0.4489 -1.3161  0.20
15 H -1.1317 2.1879 -0.5486  -0.06
16 H 2.5257 1.1303 1.1062  0.19
17 H 1.9450 2.4497 0.0845  0.17
18 H -0.0535 2.2345 1.3407  0.48

| no. | HOMO-LUMO gap (eV) |
| --- | --- |
| 1 | 8.57 |
| 2 | 6.56 |
| 3 | 3.18 |
| 4 | 10.01 |
| 5 | 8.56 |
| 6 | 8.36 |